DFT (the ωB97M-V functional and the def2-TZVPD basis) results for 2 unconnected molecules or ions with the total composition C5H15N2O at a distorted geometry.

Computed properties:
Gap between HOMO and LUMO (alpha / beta)   0.253 / 0.146 Ha
Total charge   +2
E   -383.34615 a.u.
⟨S²⟩   1.212
Energy above the lowest of the compared OMol25 structures with the same formula, charge and spin   165.78 kcal per mole
Spin multiplicity   2

Positions of all 23 atoms, in Å:
C -1.41292 -0.03710 -0.55317
N 0.00570 0.18545 0.13386
C 1.10195 -0.42571 -0.56730
C 2.25825 0.67359 -0.74953
C 3.40231 0.40456 0.21296
O 2.94784 -0.05958 1.44361
C -1.87155 -1.33069 -0.09619
N -4.26889 0.72488 0.44560
H -1.30443 -0.04477 -1.61468
H -1.95303 0.84479 -0.13181
H -0.10058 -0.43392 0.94331
H 0.88560 -0.70231 -1.59295
H 1.47471 -1.28407 -0.02649
H 1.82350 1.60512 -0.42996
H 2.64924 0.64578 -1.75474
H 4.14662 -0.27510 -0.21103
H 3.92346 1.34147 0.39904
H 3.37745 0.38564 2.16955
H -1.70213 -1.56438 0.95327
H -2.15906 -2.16944 -0.72918
H -5.16322 0.63177 -0.02468
H -3.67280 -0.07561 0.35369
H -4.38802 0.95960 1.42679

Cartesian forces (eV/Å) of the 2 atoms listed first:
C 1.27 0.95 0.82
N -1.30 -3.99 -1.34